A 16-piece molecular cluster, C27H90N26O16 overall in a non-equilibrium geometry, computed with the ωB97M-V functional and the def2-TZVPD basis.

The calculation puts the largest force on an atom at 7.82 eV/A. The calculation puts the HOMO energy at -9.2 eV. The energy relative to the best compared isomer or geometry (same formula, charge and spin) is 389.9 kJ/mol. The value obtained for the lowest unoccupied orbital energy is -0.328 eV. Its multiplicity is 1.

Geometry as XYZ:
```
159
Properties=species:S:1:pos:R:3:lowdin_charge:R:1
H 1.66 -0.54 -5.82 0.096
H 1.56 -7.84 -5.23 0.102
H -7.33 1.90 1.04 0.122
H -4.47 -3.45 -5.35 0.093
H 1.88 -5.14 5.11 0.112
H -8.09 0.50 3.81 0.101
H -2.42 -6.55 2.43 0.128
N -4.02 5.73 -0.31 0.179
H 4.51 -5.33 7.25 0.069
H 5.90 2.44 4.29 0.078
H 6.07 -7.08 0.00 0.110
C 2.31 -4.25 5.58 -0.204
H 6.61 3.77 5.19 0.077
C 1.83 -7.73 -3.26 -0.823
O -5.43 1.07 2.35 0.025
H 0.52 0.08 0.21 0.119
O 2.56 -7.49 -2.35 0.048
H -5.71 -2.51 -1.95 0.106
H -4.81 3.55 -5.42 0.119
H -3.56 4.87 -0.57 0.110
O -1.83 -8.62 1.09 0.029
N -6.31 -2.00 -5.43 0.141
H -6.50 0.21 4.53 0.114
H -3.14 5.41 -2.21 0.100
C 2.84 8.58 -3.21 -0.244
H 3.26 9.55 -2.93 0.125
O -7.45 -3.78 -6.24 0.077
C 6.45 3.37 4.18 -0.093
H -2.26 0.40 -1.44 0.055
N 1.71 0.46 -5.71 0.156
H 2.97 9.01 -5.88 0.065
O -4.64 7.72 -0.96 0.057
C 3.74 -3.77 3.64 -0.086
H -7.07 -1.34 -5.55 0.106
C 0.08 -2.32 -0.78 -0.100
N 2.23 9.49 -5.39 0.028
H -2.63 1.17 -0.07 0.065
O 6.86 3.16 1.15 -0.207
H 3.09 -4.44 3.08 0.081
H 7.10 1.47 2.36 0.122
H -2.76 0.15 5.75 0.131
H -2.71 4.81 4.53 0.102
H 1.12 7.76 -0.66 0.087
H 2.27 9.09 -0.49 0.091
H 3.16 -7.38 -4.75 0.119
O -4.56 -3.32 0.85 -0.002
N -2.02 -7.33 2.92 0.175
C 7.38 -5.60 -0.43 -0.790
N -5.34 -3.92 -5.53 0.148
C 7.75 3.24 3.45 -0.410
N -7.59 1.45 1.91 0.155
H 0.70 2.39 0.50 0.064
H -0.57 3.46 -0.21 0.064
H 0.89 6.68 -4.10 0.074
H -4.13 3.99 3.87 0.115
H 0.18 -8.08 -2.22 0.124
O 3.19 1.94 -4.75 0.013
H 3.32 -1.09 -5.35 0.108
H 7.81 -7.30 0.38 0.120
H -4.30 -5.31 -0.77 0.124
O -5.45 6.03 3.92 0.056
O -1.50 -2.77 -5.07 -0.054
N -4.76 -4.47 -1.08 0.174
N -3.56 6.33 -2.26 0.163
H 3.47 -5.91 8.45 0.068
H -2.79 -3.75 5.58 0.116
H 8.60 2.42 1.80 0.116
N 1.27 -4.62 7.91 0.033
C 2.84 0.81 -5.09 -0.762
O 8.52 -5.22 -0.33 0.026
H -1.69 -2.01 -5.61 0.026
O -2.16 -1.81 7.08 0.036
C -6.46 -3.29 -5.81 -0.772
H -4.18 2.45 -4.16 0.127
H -4.01 7.67 5.44 0.126
H -5.47 -1.63 -5.01 0.091
H 8.65 4.55 2.26 0.056
C -1.64 -8.34 2.26 -0.851
N 2.25 -7.75 -4.50 0.156
C -6.60 1.03 2.66 -0.780
O 2.55 7.88 -2.03 -0.168
O -0.38 -1.08 -1.31 -0.195
C 1.73 8.72 -4.20 -0.416
N 7.04 -6.82 -0.07 0.161
H 5.35 1.82 0.63 0.083
H 6.77 -4.17 -1.69 0.116
H -4.44 3.33 -7.28 0.114
H -0.25 1.21 -1.75 0.141
O -3.18 0.92 -5.77 -0.028
H -1.22 -2.41 -4.23 0.021
H 3.65 -2.73 3.33 0.079
O 3.61 -3.96 5.06 -0.209
H -3.76 1.87 -8.00 0.130
H 3.31 -6.50 6.91 0.069
C 6.14 2.41 0.17 -0.092
H 0.82 9.13 -1.59 0.085
N -4.29 2.74 -5.12 0.174
H -2.82 6.33 5.36 0.098
H 1.63 -3.47 5.25 0.112
H -8.53 1.18 2.13 0.110
H -3.19 -0.81 4.35 0.116
H -0.02 -3.12 -1.51 0.084
H 0.04 -7.92 -4.01 0.106
H 3.70 8.10 -3.67 0.130
H -4.47 5.91 0.58 0.133
H 0.74 -5.45 7.70 0.066
H 0.61 -3.86 7.82 0.064
C 1.40 7.35 -4.79 -0.073
H 4.78 -4.05 3.46 0.084
N -3.74 6.73 5.19 0.164
C -4.15 6.64 -1.17 -0.873
H -0.86 -8.88 3.97 0.112
H 5.79 4.14 3.79 0.075
H 5.63 3.25 -0.29 0.089
H 7.23 5.05 2.83 0.050
N -5.35 -2.43 -1.01 0.161
C 2.47 -4.39 7.12 -0.400
C -2.54 -1.79 5.93 -0.846
N -3.97 2.44 -7.19 0.168
H 1.45 9.38 -6.02 0.053
H 0.86 9.18 -3.73 0.130
H -3.25 -2.74 4.30 0.109
N -3.68 4.80 4.28 0.145
N 8.12 4.66 3.11 0.038
H -0.45 -9.84 2.47 0.131
H 1.14 -2.17 -0.55 0.086
N 6.46 -4.90 -1.06 0.157
H -0.82 2.40 1.12 0.064
H -2.01 -7.41 3.93 0.117
H 2.97 -3.50 7.51 0.137
H -3.42 6.96 -3.04 0.124
H 2.31 6.87 -5.16 0.086
H -5.77 -1.76 -0.38 0.121
C -4.42 5.86 4.49 -0.807
H 8.50 2.83 4.12 0.133
N -2.22 1.30 -0.98 0.033
C -0.33 2.46 0.15 -0.036
H -5.14 -4.41 -2.01 0.106
N 0.56 -8.03 -3.15 0.168
N -0.90 -9.10 2.99 0.159
C -4.81 -3.40 -0.35 -0.795
N 3.49 -0.27 -4.79 0.147
N -7.09 0.63 3.83 0.156
C -0.45 -0.11 -0.24 -0.235
C 1.65 8.54 -1.20 -0.125
H -1.09 -0.56 0.52 0.130
H 4.30 -0.24 -4.19 0.125
H 6.71 1.89 -0.60 0.086
C -0.77 1.24 -0.79 -0.410
H 0.70 7.48 -5.61 0.069
N -2.80 -0.74 5.28 0.174
C 7.56 2.43 2.14 -0.200
H -5.28 -4.93 -5.62 0.115
H -0.41 -2.64 0.14 0.084
C -3.72 2.02 -6.00 -0.800
C 3.46 -5.55 7.42 -0.077
H 5.58 -5.37 -1.22 0.101
H 0.99 1.14 -5.90 0.119
N -2.99 -2.81 5.28 0.163
```